Entry 1:
{
  "formula": "C11H14MgN3O4",
  "method": "ωB97M-V with the def2-TZVPD basis set",
  "elements": ["Mg", "O", "C", "O", "C", "C", "C", "C", "C", "N", "C", "O", "O", "H", "H", "H", "N", "C", "C", "N", "C", "C", "H", "H", "H", "H", "H", "H", "H", "H", "H", "H", "H"],
  "positions_angstrom": [[-0.41740, 0.05847, -0.92451], [1.21201, 3.42402, -2.29854], [0.83619, 2.30726, -2.04221], [-0.04245, 1.96409, -1.12551], [1.42426, 1.10584, -2.80370], [2.35209, 1.08409, -3.83011], [2.72502, -0.16532, -4.32777], [2.19560, -1.35063, -3.81515], [1.27311, -1.24019, -2.79019], [0.94382, -0.03835, -2.35165], [0.53724, -2.34638, -2.01512], [0.77037, -3.50568, -2.25150], [-0.29346, -1.88144, -1.10708], [2.76357, 2.00362, -4.22054], [3.44731, -0.21677, -5.13210], [2.48584, -2.32021, -4.19339], [-1.92054, 0.07770, 3.80851], [-1.21361, 1.30979, 3.29744], [-1.20792, 1.29457, 1.77864], [-0.62855, 0.05402, 1.24136], [-1.30777, -1.14763, 1.75144], [-1.31419, -1.19572, 3.26908], [-2.90655, 0.11995, 3.53940], [-1.89932, 0.06575, 4.82944], [-0.20346, 1.27979, 3.70574], [-1.72926, 2.18270, 3.69299], [-0.65037, 2.14754, 1.39077], [-2.22950, 1.38926, 1.39941], [0.35930, 0.01263, 1.49078], [-0.82463, -2.03410, 1.34013], [-2.33299, -1.15016, 1.37051], [-0.30524, -1.25573, 3.67710], [-1.89855, -2.03273, 3.64631]],
  "energy_ha": -1092.80097,
  "max_force_ev_per_a": 0.13,
  "multiplicity": 1,
  "homo_lumo_gap_ev": 8.1,
  "charge": 1
}



Entry 2:
{
  "formula": "C57H36N8P2S2Zr",
  "method": "ωB97M-V with the def2-TZVPD basis set",
  "elements": ["Zr", "C", "C", "C", "C", "C", "N", "C", "N", "C", "C", "C", "C", "C", "C", "C", "C", "N", "C", "N", "C", "N", "C", "N", "C", "N", "C", "C", "C", "C", "C", "C", "C", "C", "C", "C", "C", "C", "N", "C", "C", "H", "H", "H", "H", "H", "H", "H", "H", "H", "H", "H", "H", "H", "H", "H", "H", "S", "P", "C", "P", "S", "C", "C", "C", "C", "C", "C", "C", "C", "C", "C", "C", "C", "C", "C", "C", "C", "C", "C", "C", "C", "C", "C", "C", "C", "H", "H", "H", "H", "H", "H", "H", "H", "H", "H", "H", "H", "H", "H", "H", "H", "H", "H", "H", "H"],
  "positions_angstrom": [[-0.95189, 0.17267, 0.92061], [-0.47094, -6.22950, 2.18557], [-1.70728, -6.30357, 1.53677], [-2.50683, -5.14906, 1.41284], [-2.01854, -3.94444, 1.92583], [-2.42019, -2.58633, 1.72790], [-1.40117, -1.71987, 2.07413], [-0.42795, -2.48403, 2.66681], [0.65423, -2.09568, 3.29236], [1.04038, -0.83508, 3.35878], [2.09852, -0.34896, 4.24071], [2.85034, -0.99037, 5.23758], [3.73656, -0.20373, 5.98608], [3.88926, 1.18161, 5.73019], [3.08133, 1.83438, 4.78331], [2.18736, 1.04429, 4.03474], [1.14762, 1.37710, 3.09076], [0.79145, 2.62421, 2.76606], [-0.32930, 2.92979, 2.14308], [-1.40396, 2.08648, 1.90733], [-2.50851, 2.88441, 1.66889], [-3.74538, 2.49869, 1.41943], [-4.03861, 1.22978, 1.21915], [-3.21284, 0.14410, 1.27442], [-3.99244, -0.97784, 1.20681], [-3.64951, -2.24146, 1.38488], [-5.35596, -0.60941, 0.90603], [-6.44212, -1.34114, 0.43914], [-7.62880, -0.65010, 0.14978], [-7.67942, 0.75321, 0.28341], [-6.55051, 1.49360, 0.66748], [-5.38604, 0.78100, 0.94751], [-2.10037, 4.28056, 1.58946], [-2.77542, 5.44433, 1.18670], [-2.01623, 6.62517, 1.14153], [-0.63820, 6.61153, 1.33347], [0.05645, 5.43499, 1.63882], [-0.70346, 4.28808, 1.82807], [0.51942, 0.22231, 2.63794], [-0.75913, -3.88560, 2.52823], [0.00644, -5.02249, 2.73484], [0.13313, -7.12862, 2.23745], [-2.08303, -7.23547, 1.14946], [-3.49251, -5.15669, 0.92888], [2.71318, -2.06112, 5.42747], [4.37495, -0.67654, 6.73130], [4.63058, 1.76693, 6.25968], [3.07457, 2.90370, 4.59618], [-6.35106, -2.41192, 0.35915], [-8.49174, -1.21620, -0.17409], [-8.59803, 1.25667, 0.02317], [-6.53128, 2.56034, 0.77264], [-3.83315, 5.46210, 0.96730], [-2.50423, 7.54058, 0.86319], [-0.06134, 7.51647, 1.21107], [1.15153, 5.40723, 1.75187], [0.94448, -4.95540, 3.26094], [-1.56419, 2.20629, -1.15969], [0.18621, 1.47090, -1.97388], [0.68412, 0.15273, -0.86825], [1.12785, -1.50253, -1.36992], [-0.76870, -2.26366, -1.10456], [1.94441, -1.81179, -2.97551], [1.37138, -2.51213, -4.05770], [2.12693, -2.84114, -5.17642], [3.46460, -2.47698, -5.27335], [4.06329, -1.87733, -4.16147], [3.33553, -1.58988, -3.00965], [2.16738, -2.43736, -0.23098], [3.12268, -1.77340, 0.50627], [3.90576, -2.50365, 1.39507], [3.65987, -3.83840, 1.66995], [2.68551, -4.51175, 0.90993], [1.95389, -3.81288, -0.06469], [-0.19657, 0.97267, -3.71495], [0.53836, 1.45936, -4.80623], [0.28687, 0.89773, -6.08986], [-0.71613, -0.04130, -6.31145], [-1.53840, -0.39640, -5.22640], [-1.29974, 0.14884, -3.94843], [1.36793, 2.81319, -2.10212], [2.67428, 2.47219, -2.51060], [3.62832, 3.48379, -2.47454], [3.31094, 4.81754, -2.16554], [1.97285, 5.14116, -1.89607], [1.01234, 4.12597, -1.77787], [0.30797, -2.76657, -4.03924], [1.62719, -3.37541, -5.98049], [4.05154, -2.55235, -6.18681], [5.13671, -1.66725, -4.19030], [3.88821, -1.12887, -2.20182], [3.19613, -0.69937, 0.42765], [4.66879, -1.95789, 1.94024], [4.21274, -4.36709, 2.45042], [2.48920, -5.54960, 1.10064], [1.22831, -4.32098, -0.68783], [1.33136, 2.18690, -4.72156], [0.92848, 1.23380, -6.90389], [-0.89387, -0.43832, -7.30450], [-2.35455, -1.08014, -5.38412], [-1.98176, -0.11924, -3.11881], [2.93424, 1.46047, -2.79463], [4.64733, 3.20774, -2.72534], [4.05632, 5.60586, -2.16543], [1.67458, 6.15163, -1.73322], [0.02919, 4.30914, -1.38513]],
  "energy_ha": -4158.11647,
  "max_force_ev_per_a": 3.27,
  "multiplicity": 1,
  "homo_lumo_gap_ev": [4.6, 4.6],
  "charge": 0
}



Entry 3:
{
  "formula": "C22H74N10O15",
  "method": "ωB97M-V with the def2-TZVPD basis set",
  "elements": ["C", "C", "O", "H", "H", "H", "H", "H", "H", "C", "C", "O", "H", "H", "H", "H", "H", "H", "C", "C", "O", "H", "H", "H", "H", "H", "H", "C", "C", "O", "H", "H", "H", "H", "H", "H", "C", "C", "O", "H", "H", "H", "H", "H", "H", "C", "C", "O", "H", "H", "H", "H", "H", "H", "C", "C", "O", "H", "H", "H", "H", "H", "H", "C", "O", "N", "N", "H", "H", "H", "H", "C", "O", "N", "N", "H", "H", "H", "H", "C", "O", "N", "N", "H", "H", "H", "H", "C", "O", "N", "N", "H", "H", "H", "H", "C", "O", "N", "N", "H", "H", "H", "H", "C", "O", "H", "H", "H", "H", "C", "O", "H", "H", "H", "H", "C", "O", "H", "H", "H", "H"],
  "positions_angstrom": [[10.12300, -4.61800, -8.03100], [8.99400, -3.93700, -8.79500], [9.49100, -3.25500, -9.92800], [10.60700, -5.34200, -8.67300], [9.64300, -4.98000, -7.11200], [10.83300, -3.83800, -7.82200], [8.58400, -3.12900, -8.17900], [8.21900, -4.62200, -9.08000], [10.06100, -2.55800, -9.60300], [3.05100, -2.82400, -4.87500], [2.76900, -1.39900, -4.47400], [1.64800, -1.32500, -3.56800], [3.40800, -3.32600, -4.02700], [3.67800, -2.85800, -5.83500], [2.07200, -3.32500, -5.00700], [2.58600, -0.80000, -5.36700], [3.60400, -0.84800, -4.03000], [1.78300, -1.84300, -2.77600], [6.15700, 0.47000, -3.98800], [7.29000, 0.44000, -3.00400], [8.47400, 0.08700, -3.71400], [5.14400, 0.49900, -3.57400], [6.11600, -0.44300, -4.54800], [6.30900, 1.31900, -4.72900], [7.04900, -0.19800, -2.17200], [7.44600, 1.39500, -2.50300], [8.93700, -0.56900, -3.22300], [5.91300, -2.87800, -2.51800], [5.77200, -4.38800, -2.32900], [5.31300, -4.84600, -3.57300], [6.66600, -2.60400, -3.23100], [6.09500, -2.38200, -1.55100], [5.14100, -2.39600, -3.07200], [5.04800, -4.47700, -1.53900], [6.64800, -4.97900, -2.05200], [5.28900, -5.77300, -3.62100], [6.07000, -7.63800, -7.35200], [6.84300, -6.47400, -6.96300], [6.04600, -5.37100, -6.69600], [5.47200, -7.95300, -6.51100], [6.62400, -8.52900, -7.68500], [5.33900, -7.27000, -8.07400], [7.57500, -6.30500, -7.70300], [7.47600, -6.64500, -6.09800], [6.60800, -4.73200, -6.18500], [3.59800, 1.20200, -8.67300], [4.15000, 1.13700, -7.29000], [5.50100, 1.38800, -7.36900], [3.94300, 2.08100, -9.27100], [2.45800, 1.19600, -8.65400], [3.98600, 0.32200, -9.18500], [3.81500, 0.27100, -6.72600], [3.73400, 1.98700, -6.77700], [5.98100, 0.57700, -7.27700], [4.34800, -2.85800, -8.61300], [3.34200, -3.97600, -8.39100], [2.15800, -3.73500, -7.71100], [4.50500, -2.30200, -7.71300], [4.01300, -2.22100, -9.44600], [5.25900, -3.17200, -9.00900], [3.84800, -4.84500, -8.11800], [2.97800, -4.36400, -9.35100], [1.49500, -4.40900, -7.92500], [5.95500, -7.97500, -3.66000], [6.93400, -6.98500, -3.87200], [4.75900, -7.89700, -4.13800], [6.09000, -9.00600, -2.88900], [4.44200, -7.07900, -4.73700], [4.03700, -8.62900, -3.99100], [7.04100, -9.22500, -2.55600], [5.34900, -9.70400, -2.78800], [10.51200, -0.31000, -8.49900], [10.37400, 1.02000, -8.88700], [10.04300, -0.75900, -7.37000], [11.17100, -1.22500, -9.18300], [9.70400, 0.00400, -6.80500], [9.95800, -1.70300, -6.98600], [11.38500, -0.89800, -10.14400], [11.82500, -1.92900, -8.76300], [10.18900, -6.29100, -3.38100], [9.54800, -7.42200, -2.96500], [10.28400, -5.74300, -4.62200], [10.51100, -5.38800, -2.55600], [9.92700, -6.23200, -5.39700], [11.12200, -5.17300, -4.95600], [10.38600, -5.65200, -1.53000], [10.73700, -4.42200, -2.74000], [2.76400, -6.75800, -6.16500], [2.84500, -7.35600, -7.34800], [3.62100, -5.91500, -5.69000], [1.79700, -6.94400, -5.31800], [4.42300, -5.58500, -6.26500], [3.41100, -5.23000, -4.98400], [0.98200, -7.47800, -5.60600], [1.64000, -6.40700, -4.51400], [7.97800, -3.27200, -5.35200], [9.12400, -2.69500, -5.87600], [6.85500, -2.85100, -5.79700], [8.03500, -4.27800, -4.54200], [6.92100, -2.08100, -6.47100], [6.00900, -3.15800, -5.52300], [8.91600, -4.77000, -4.31900], [7.20100, -4.65800, -4.12800], [7.07800, -1.01400, -8.89200], [7.36100, -0.69200, -7.54100], [5.97900, -0.79100, -9.03800], [7.23200, -2.02000, -9.19200], [7.60700, -0.36200, -9.52300], [8.32200, -0.64800, -7.40900], [12.22000, -3.06100, -5.41500], [12.47500, -4.41500, -5.65900], [11.43800, -2.97000, -4.72500], [12.04600, -2.56700, -6.41400], [13.13000, -2.73600, -4.96100], [13.03200, -4.41800, -6.47800], [8.99200, -2.82300, -1.63200], [9.58200, -2.54100, -2.89100], [8.50700, -3.84000, -1.67900], [8.25500, -2.14800, -1.39000], [9.81700, -2.95800, -0.84300], [9.07400, -2.91200, -3.61000]],
  "energy_ha": -2558.59038,
  "max_force_ev_per_a": 8.01,
  "multiplicity": 1,
  "homo_lumo_gap_ev": 9.3,
  "charge": 0
}